No. 1
83
Properties=species:S:1:pos:R:3 method="wB97M-V/def2-TZVPD" homo_lumo_gap_ev="5.72 / 5.66" charge=+1 multiplicity=6
Ru -0.50 0.09 -1.54
C -0.52 -1.63 -0.02
C 0.94 -1.95 -0.13
C 0.70 -0.31 1.48
C -0.60 -0.76 1.17
C 1.64 -1.09 0.72
C -1.61 -2.60 -0.32
H -1.41 -3.16 -1.23
H -2.55 -2.04 -0.43
H -1.76 -3.33 0.49
C -1.82 -0.61 1.96
H -2.71 -0.84 1.37
H -1.92 0.39 2.40
H -1.79 -1.33 2.79
C 1.04 0.58 2.61
H 1.11 -0.02 3.54
H 0.28 1.37 2.78
H 2.02 1.08 2.49
C 3.08 -1.20 1.06
H 3.23 -1.73 2.02
H 3.55 -0.21 1.16
H 3.62 -1.76 0.29
C 1.48 -3.15 -0.79
H 1.71 -3.96 -0.07
H 2.41 -2.92 -1.32
H 0.76 -3.56 -1.51
C -1.97 1.21 -5.48
C -2.00 -0.18 -5.27
C -1.30 -1.12 -6.22
C 0.19 -0.80 -6.43
C 0.84 -0.11 -5.26
C 0.97 1.24 -5.27
C 0.31 2.20 -6.25
C -1.18 1.87 -6.56
H -1.81 -1.07 -7.20
H 0.32 -0.18 -7.34
H -1.42 -2.15 -5.85
H -1.26 1.31 -7.50
H -2.84 1.82 -5.17
H -2.93 -0.65 -4.92
H -1.67 2.85 -6.73
H 0.36 3.22 -5.81
H 1.84 1.68 -4.79
H 0.87 2.24 -7.19
H 0.71 -1.75 -6.62
H 1.50 -0.75 -4.66
P -1.88 0.67 -3.24
P 1.32 1.43 -1.65
C -0.78 2.28 -3.31
C 0.51 2.78 -2.61
H -1.48 3.10 -3.51
H -0.27 1.88 -4.21
H 1.26 3.11 -3.35
H 0.30 3.63 -1.94
C 2.35 2.32 -0.52
H 2.63 1.71 0.34
H 1.85 3.23 -0.17
H 3.25 2.60 -1.07
C 2.45 0.32 -2.51
H 2.87 0.81 -3.39
H 1.92 -0.60 -2.81
H 3.22 0.01 -1.80
C -3.62 0.77 -2.89
H -3.93 0.06 -2.11
H -4.11 0.50 -3.84
H -3.90 1.78 -2.58
C -1.13 -1.10 -3.22
H -0.61 -1.61 -2.35
H -0.32 -1.11 -3.95
H -1.99 -1.77 -3.38
C -3.56 1.92 0.58
C -2.26 2.68 0.73
C -1.88 2.92 2.20
C -1.07 2.19 -0.10
H -3.45 0.88 0.88
H -3.96 1.99 -0.44
H -4.30 2.38 1.25
H -2.46 3.69 0.34
H -1.78 1.98 2.75
H -0.94 3.48 2.29
H -2.65 3.50 2.71
H -0.16 2.40 0.47
H -1.04 2.83 -1.00

=====

No. 2
106
Properties=species:S:1:pos:R:3 method="wB97M-V/def2-TZVPD" homo_lumo_gap_ev=0.74 charge=+2 multiplicity=1
C 3.09 3.44 2.68
C 1.71 4.30 2.75
C 0.77 3.98 1.47
C 0.42 2.39 1.32
C -0.30 1.96 2.70
C -1.34 0.74 2.57
C -0.67 -0.73 2.44
C 0.63 -0.97 3.38
C 1.91 -1.19 2.41
C 3.19 -1.86 3.19
C 3.50 -3.35 2.63
C 4.52 -3.36 1.36
C 3.93 -2.49 0.11
C 4.63 -2.84 -1.31
B 3.95 -2.07 -2.59
C 3.86 -0.43 -2.44
Br 2.19 0.17 -1.49
C 5.16 0.29 -1.80
C 6.59 -0.22 -2.37
H 3.52 3.57 1.62
H 3.87 3.75 3.47
H 2.83 2.33 2.89
H 1.99 5.43 2.74
H 1.15 4.13 3.77
H 1.30 4.42 0.54
H -0.20 4.60 1.61
H 1.41 1.80 1.18
H -0.29 2.32 0.41
H -0.93 2.89 3.04
H 0.51 1.82 3.50
H -2.15 0.71 3.40
H -1.93 0.91 1.57
H -0.38 -1.03 1.36
H -1.47 -1.49 2.80
H 0.79 -0.18 4.20
H 0.47 -1.98 3.94
H 2.19 -0.27 1.78
H 1.58 -2.01 1.64
H 2.84 -1.97 4.30
H 4.10 -1.16 3.21
H 4.02 -3.92 3.51
H 2.53 -3.96 2.43
H 4.73 -4.44 1.01
H 5.49 -2.83 1.75
H 4.11 -1.38 0.41
H 2.78 -2.62 0.00
H 4.50 -3.99 -1.48
H 5.79 -2.68 -1.22
H 2.81 -2.46 -2.67
H 4.45 -2.36 -3.65
H 3.76 0.00 -3.52
H 5.08 1.42 -2.08
H 5.17 0.27 -0.63
H 6.55 -0.74 -3.40
H 7.25 0.73 -2.50
H 7.11 -0.87 -1.55
C -6.62 1.79 -2.63
C -5.15 1.43 -2.68
O -4.37 2.36 -1.91
C -4.33 2.14 -0.57
O -4.90 1.22 -0.01
C -3.43 3.16 0.12
F -3.65 4.43 -0.32
F -2.12 2.91 -0.09
F -3.60 3.20 1.46
H -6.77 2.82 -2.95
H -7.20 1.13 -3.28
H -7.01 1.71 -1.61
H -4.78 1.49 -3.71
H -4.97 0.40 -2.33
Cl 6.43 -3.80 -4.13
C 6.39 -4.66 -5.69
C 5.75 -3.84 -6.79
Cl 4.00 -3.62 -6.52
H 5.86 -5.61 -5.54
H 7.43 -4.89 -5.96
H 5.86 -4.35 -7.75
H 6.21 -2.85 -6.87
Na 8.97 0.74 -2.65
C -11.73 1.12 -1.97
C -10.43 1.84 -2.06
O -10.02 1.61 -3.39
C -11.17 1.48 -4.11
O -11.23 1.55 -5.31
O -12.25 1.26 -3.29
F -9.51 1.28 -1.23
H -11.62 0.06 -1.74
H -12.41 1.57 -1.24
H -10.49 2.91 -1.87
Ca 5.78 -6.29 -3.99
C 0.91 0.39 7.43
N 1.48 -0.95 7.13
O 1.02 -1.91 7.74
O 2.38 -1.00 6.29
H 0.13 0.28 8.18
H 1.72 1.02 7.79
H 0.49 0.78 6.50
C -4.70 -2.66 -1.38
Cl -5.75 -1.77 -2.50
Cl -3.00 -2.33 -1.78
Cl -5.03 -2.14 0.29
Cl -5.02 -4.41 -1.54
O -0.43 5.62 3.97
H -0.83 4.85 3.57
F 1.44 2.74 -1.42
Be -12.80 -0.70 -4.03

=====

No. 3
94
Properties=species:S:1:pos:R:3 method="wB97M-V/def2-TZVPD" homo_lumo_gap_ev="5.05 / 6.65" multiplicity=4
Tc -0.40 0.00 0.04
C -1.52 -0.03 1.87
C -1.90 1.15 1.14
C -2.47 0.70 -0.12
Si -1.66 2.90 1.79
C -2.45 -0.71 -0.16
C -1.89 -1.18 1.10
Si -1.58 -2.91 1.73
H -1.18 -0.08 2.90
H -2.88 1.34 -0.90
H -2.88 -1.34 -0.94
Cl 1.76 0.74 -4.44
C -1.48 -3.01 3.59
C -3.01 -4.01 1.25
C -1.52 2.93 3.65
C -3.11 4.01 1.38
H -3.87 -3.60 1.80
H -2.80 -5.02 1.62
H -3.21 -4.02 0.18
H -0.88 -2.22 4.05
H -1.05 -3.99 3.82
H -2.50 -2.97 4.00
H -4.01 3.53 1.79
H -3.25 4.17 0.31
H -3.02 4.99 1.87
H -2.51 2.79 4.10
H -1.17 3.93 3.94
H -0.84 2.18 4.08
C 0.02 -3.38 0.87
C -0.09 3.44 0.88
P 0.14 -2.45 -0.71
H 0.05 -4.47 0.70
H 0.85 -3.10 1.53
P 0.07 2.47 -0.66
H 0.78 3.27 1.53
H -0.11 4.53 0.70
C 1.68 2.98 -1.41
C -1.19 3.32 -1.77
C -1.18 -3.30 -1.76
C 1.66 -3.09 -1.55
C 2.66 -1.96 -1.73
H 1.31 -3.40 -2.55
C 2.28 -4.32 -0.87
H 2.61 -4.09 0.15
H 3.14 -4.66 -1.47
H 1.58 -5.16 -0.82
H 2.23 -1.14 -2.32
H 3.56 -2.34 -2.25
H 3.00 -1.59 -0.76
H -2.12 -3.09 -1.22
C -1.05 -4.82 -1.88
C -1.26 -2.62 -3.12
H -1.12 -5.33 -0.92
H -0.12 -5.12 -2.39
H -1.89 -5.17 -2.50
H -1.45 -1.54 -3.02
H -2.10 -3.04 -3.70
H -0.35 -2.78 -3.70
H -2.14 3.14 -1.24
C -1.27 2.64 -3.12
C -1.01 4.84 -1.92
H -1.09 5.37 -0.97
H -1.84 5.20 -2.55
H -0.08 5.11 -2.42
H -1.53 1.58 -2.99
H -0.33 2.72 -3.68
H -2.06 3.10 -3.73
C 2.67 1.84 -1.22
C 2.23 4.30 -0.87
H 1.48 3.07 -2.49
H 2.51 4.20 0.19
H 1.52 5.12 -0.97
H 3.12 4.59 -1.44
H 2.96 1.77 -0.16
H 3.59 2.01 -1.79
H 2.24 0.88 -1.54
C 0.30 0.07 -3.66
H 0.30 0.23 -2.58
H -0.52 0.57 -4.17
H 0.25 -0.99 -3.89
C 1.34 -0.62 3.52
C 1.96 0.06 2.35
O 1.21 0.31 1.20
C 2.47 1.43 2.94
F 3.21 1.29 4.09
F 3.18 2.19 2.08
F 1.37 2.17 3.30
C 3.22 -0.79 1.99
F 4.09 -0.96 3.03
F 2.80 -2.06 1.66
F 3.92 -0.33 0.93
H 0.55 0.01 3.91
H 2.10 -0.77 4.29
H 0.95 -1.58 3.20

=====

No. 4
94
Properties=species:S:1:pos:R:3 method="wB97M-V/def2-TZVPD" homo_lumo_gap_ev="6.57 / 6.29" multiplicity=3
W 0.77 -0.01 -0.47
C 0.28 2.10 -0.43
C 1.56 1.91 0.22
C 2.45 1.41 -0.81
Si 1.80 2.51 2.00
C 1.72 1.27 -2.02
C 0.36 1.67 -1.80
Si -1.15 1.90 -2.93
H -0.60 2.52 0.05
H 3.51 1.26 -0.70
H 2.16 0.98 -2.96
Cl 2.09 -1.63 -1.06
C -2.07 3.48 -2.54
C -0.58 1.92 -4.70
C 0.88 4.10 2.35
C 3.62 2.78 2.30
H -0.31 2.96 -4.95
H -1.41 1.62 -5.36
H 0.29 1.28 -4.88
H -2.72 3.37 -1.66
H -2.67 3.79 -3.40
H -1.33 4.28 -2.33
H 3.86 3.80 1.97
H 4.26 2.07 1.76
H 3.82 2.71 3.38
H 0.97 4.77 1.48
H 1.31 4.60 3.22
H -0.19 3.92 2.54
C -2.15 0.36 -2.49
C 1.10 1.03 2.94
P -1.01 -1.04 -2.15
H -2.89 0.15 -3.28
H -2.72 0.58 -1.56
P 1.49 -0.53 2.04
H 0.00 1.13 2.97
H 1.46 1.03 3.99
C 0.83 -1.91 3.10
C 3.37 -0.76 2.14
C -0.19 -1.50 -3.80
C -2.10 -2.51 -1.80
C -2.29 -2.65 -0.29
H -1.51 -3.37 -2.15
C -3.42 -2.47 -2.56
H -4.05 -1.64 -2.22
H -3.96 -3.41 -2.37
H -3.28 -2.38 -3.64
H -1.46 -3.19 0.17
H -3.20 -3.22 -0.06
H -2.37 -1.67 0.22
H 0.51 -0.66 -3.95
C -1.17 -1.54 -4.97
C 0.65 -2.79 -3.74
H -1.91 -0.74 -4.96
H -1.69 -2.51 -5.01
H -0.60 -1.45 -5.91
H 1.67 -2.58 -3.39
H 0.74 -3.21 -4.75
H 0.21 -3.55 -3.09
H 3.74 0.02 1.46
C 3.84 -2.12 1.60
C 3.93 -0.51 3.55
H 3.49 0.35 4.06
H 5.01 -0.31 3.45
H 3.82 -1.40 4.18
H 4.12 -2.04 0.54
H 3.08 -2.90 1.70
H 4.73 -2.44 2.15
C -0.56 -2.29 2.61
C 0.86 -1.58 4.59
H 1.51 -2.75 2.91
H 0.17 -0.76 4.83
H 1.86 -1.30 4.94
H 0.54 -2.47 5.16
H -1.13 -1.42 2.24
H -1.14 -2.76 3.41
H -0.51 -3.02 1.78
C 5.06 -0.95 -2.85
H 5.41 0.09 -2.97
H 5.40 -1.55 -2.00
H 4.47 -1.43 -3.64
C -3.87 -0.42 2.41
C -3.17 0.78 1.81
O -2.03 0.51 1.16
C -4.23 1.46 0.83
F -5.43 1.73 1.44
F -3.80 2.62 0.26
F -4.51 0.59 -0.20
C -2.90 1.80 3.01
F -4.03 2.12 3.70
F -2.05 1.21 3.92
F -2.32 2.96 2.62
H -4.15 -1.12 1.61
H -4.77 -0.11 2.96
H -3.18 -0.95 3.08

=====

No. 5
99
Properties=species:S:1:pos:R:3 method="wB97M-V/def2-TZVPD" homo_lumo_gap_ev=6.60 charge=-1 multiplicity=1
C 2.08 3.39 2.80
C 0.53 3.23 2.22
C 0.45 1.99 1.13
C 0.09 2.67 -0.34
O -0.75 1.70 -1.10
Nb -0.18 1.59 -3.13
C -0.72 -0.61 -3.22
C -0.64 -1.41 -1.79
C -1.35 -2.93 -1.87
F -2.58 -2.93 -2.71
C 0.34 1.74 -5.34
C 0.91 0.36 -6.03
C 2.31 -0.21 -5.40
C 2.45 -1.78 -5.97
O 2.04 -2.76 -4.95
C 3.22 -3.12 -4.14
O 2.99 -3.66 -2.94
P -2.57 2.32 -3.77
P -4.08 1.37 -2.52
O -5.09 0.56 -3.47
O -5.01 2.54 -1.59
O -3.47 0.21 -1.37
H 2.82 3.20 1.89
H 2.23 2.58 3.63
H 2.21 4.49 3.22
H 0.23 4.27 1.77
H -0.18 3.00 3.12
H 1.56 1.56 1.05
H -0.31 1.15 1.45
H 1.07 2.85 -1.01
H -0.51 3.69 -0.25
H 0.32 3.37 -2.99
H 1.54 1.18 -2.73
H -0.06 -1.26 -3.98
H -1.83 -0.68 -3.65
H -1.14 -0.87 -0.88
H 0.49 -1.58 -1.50
H -0.57 -3.75 -2.25
H -1.71 -3.17 -0.76
H -0.59 2.17 -5.94
H 1.20 2.56 -5.48
H 0.01 -0.42 -6.00
H 1.09 0.60 -7.18
H 2.33 -0.19 -4.23
H 3.18 0.43 -5.87
H 3.52 -1.97 -6.44
H 1.68 -1.88 -6.87
H 4.29 -2.95 -4.60
H -2.76 1.71 -5.10
H -4.47 2.72 -0.75
H -3.23 0.62 -0.49
O 2.66 -0.25 1.30
C 1.97 -1.04 1.93
O 0.66 -1.30 1.67
C 0.15 -2.20 2.66
C 1.36 -2.90 3.21
C 2.44 -1.85 3.10
H -0.37 -1.62 3.42
H -0.55 -2.89 2.19
H 1.22 -3.28 4.22
H 1.62 -3.75 2.56
H 2.47 -1.21 3.99
H 3.42 -2.29 2.91
O -3.69 -9.41 -3.55
C -3.69 -8.21 -3.77
O -4.32 -7.28 -3.00
C -4.20 -6.00 -3.61
C -3.00 -6.10 -4.52
C -3.04 -7.55 -4.95
H -5.12 -5.79 -4.16
H -4.06 -5.23 -2.84
H -3.04 -5.40 -5.36
H -2.09 -5.91 -3.96
H -3.68 -7.70 -5.83
H -2.04 -7.94 -5.13
O -1.33 -2.48 5.13
C -1.97 -1.58 5.63
O -2.42 -0.48 4.95
C -3.04 0.42 5.86
C -3.44 -0.42 7.04
C -2.36 -1.48 7.08
H -2.32 1.20 6.13
H -3.91 0.89 5.39
H -3.52 0.15 7.97
H -4.41 -0.90 6.85
H -1.49 -1.15 7.65
H -2.74 -2.43 7.45
O 3.23 5.03 4.85
C 3.75 6.13 4.80
O 3.14 7.24 4.28
C 4.06 8.32 4.27
C 5.09 7.97 5.32
C 5.14 6.47 5.24
H 4.50 8.41 3.27
H 3.54 9.26 4.51
H 6.06 8.45 5.14
H 4.74 8.28 6.31
H 5.85 6.12 4.49
H 5.36 6.03 6.22

=====

| no. | calculated total energy (hartree) |
| --- | --- |
| 1 | -1874.96845 |
| 2 | -8467.93276 |
| 3 | -3575.85133 |
| 4 | -3562.10887 |
| 5 | -2991.32908 |